2 unconnected molecules or ions with the total composition C21H16OS in a non-equilibrium geometry. Source: OMol25; level of theory: wB97M-V/def2-TZVPD.

Summary:
Kohn-Sham gap ... 6.7 eV
Energy ... -1283.2371 Eh
Max |F| ... 2.53 eV/A
Highest occupied orbital energy ... -8.3 eV

ORCA input file:
```
! RIJCOSX wB97M-V def2-TZVPD def2/J DEFGRID3
* xyz 0 1
C -1.35961 -2.10466 2.96414
C -0.66404 -0.81083 2.63928
S 0.89933 -0.99558 1.99383
O -1.17037 0.30105 2.81527
H -2.41916 -1.88233 3.12390
H -1.25046 -2.82327 2.14535
H -0.94597 -2.53779 3.88415
C 0.47305 0.12016 -0.18096
C 1.84799 -0.00140 -0.66627
C 2.87486 0.66488 0.02623
C 4.19415 0.60554 -0.42243
C 4.50977 -0.13774 -1.56855
C 3.50634 -0.84610 -2.23571
C 2.18186 -0.78134 -1.78892
C -0.61694 -0.78306 -0.56738
C -1.85373 -0.08028 -0.44586
C -3.06233 -0.70264 -0.73045
C -3.03696 -2.03394 -1.15090
C -1.82481 -2.73940 -1.23208
C -0.60220 -2.12000 -0.93083
C -1.56203 1.29702 -0.05322
C -0.14307 1.42723 0.07744
C 0.40668 2.67614 0.32665
C -0.45954 3.76810 0.51542
C -1.85145 3.62672 0.40215
C -2.41371 2.37895 0.11883
H 2.64014 1.19217 0.94977
H 4.97436 1.13990 0.12727
H 5.53972 -0.16954 -1.92763
H 3.75469 -1.45158 -3.10830
H 1.40293 -1.32507 -2.31530
H -3.98741 -0.13842 -0.61628
H -3.96915 -2.53354 -1.40930
H -1.82102 -3.78720 -1.53204
H 0.34228 -2.66612 -0.95605
H 1.48762 2.79562 0.38720
H -0.03284 4.74181 0.75441
H -2.49845 4.49131 0.54272
H -3.49051 2.22525 0.04446
*
```



A molecular structure, C21H17BCl2IMgN5O3S. Source: OMol25; level of theory: wB97M-V/def2-TZVPD.

Summary:
Kohn-Sham gap ... 5.7 eV
Energy ... -3151.4179 Eh
Max |F| ... 0.25 eV/A
Highest occupied orbital energy ... -1.8 eV

ORCA input file:
```
! RIJCOSX wB97M-V def2-TZVPD def2/J DEFGRID3
* xyz -2 1
Mg 0.88739 -1.52283 -0.06958
N 1.23592 -4.94348 -3.06716
C 1.24645 -3.77002 -2.30149
S 1.58050 -3.96773 -0.61781
N 1.02530 -2.69045 -2.98718
N 1.05053 -1.51637 -2.24262
C 1.02787 -0.46234 -2.96777
C 1.04518 0.91904 -2.51487
C 1.12045 1.89987 -3.50863
C 1.16153 3.25104 -3.22190
C 1.12799 3.63767 -1.87863
C 1.04631 2.70244 -0.87412
C 0.97661 1.30686 -1.14005
O 0.86878 0.47231 -0.17301
H 0.95996 -5.74176 -2.51770
H 0.69160 -4.82414 -3.91069
H 1.00957 -0.61030 -4.05068
H 1.14393 1.57006 -4.54359
H 1.20862 3.98733 -4.01453
H 1.15678 4.69269 -1.62283
H 1.00266 2.99994 0.16756
Cl 4.18374 1.28056 5.97037
C 3.21969 0.45943 4.75498
C 1.92751 0.03349 5.08396
C 1.16383 -0.61005 4.15134
Cl -0.44098 -1.12300 4.57078
C 1.61486 -0.88649 2.80703
O 0.88428 -1.48778 1.98450
C 2.94323 -0.41567 2.53193
C 3.55685 -0.61235 1.23332
O 3.05885 -1.12679 0.25215
C 3.71584 0.23786 3.50002
H 1.53013 0.21483 6.07365
H 4.60119 -0.24370 1.16876
H 4.71457 0.57031 3.23977
I -3.36259 2.91076 -3.13835
C -3.35959 2.15364 -1.15821
C -4.52977 2.22421 -0.41837
C -4.47946 1.71835 0.87121
C -3.28842 1.18992 1.34454
C -2.18405 1.17621 0.50502
N -2.23037 1.65148 -0.74105
H -5.43268 2.63865 -0.84220
H -5.36977 1.71692 1.48777
H -3.21291 0.74934 2.32857
H -1.24728 0.74669 0.83129
B -3.95557 -2.14406 -0.05668
C -2.36878 -2.01612 -0.06514
N -1.22240 -1.88662 -0.06130
H -4.40592 -1.27714 -0.78536
H -4.26041 -3.25274 -0.45746
H -4.33753 -1.97996 1.09043
*
```



A gas-phase ion, C21H17BCl3O4S (charge -1) in a non-equilibrium geometry. Source: OMol25; level of theory: wB97M-V/def2-TZVPD.

Summary:
Kohn-Sham gap ... 8.5 eV
Energy ... -2915.1934 Eh
Max |F| ... 3.00 eV/A
Highest occupied orbital energy ... -6.0 eV

ORCA input file:
```
! RIJCOSX wB97M-V def2-TZVPD def2/J DEFGRID3
* xyz -1 1
Cl -2.97894 3.35834 0.95537
B -2.01925 2.08406 1.86452
Cl -1.22130 2.84501 3.43222
Cl -3.10079 0.63496 2.47017
O -0.90700 1.65512 1.06407
C -0.08217 0.56229 1.37424
C 1.30357 1.11988 1.93134
C 1.88314 0.42917 3.01652
C 3.05728 0.90023 3.62231
C 3.63031 2.10169 3.19789
C 3.06711 2.75784 2.09794
C 1.87461 2.30795 1.48608
H -0.57861 0.00371 2.23804
H 1.41445 -0.50973 3.30096
H 3.49469 0.31114 4.43527
H 4.46682 2.54725 3.76279
H 3.56728 3.67035 1.74762
H 1.53181 2.85173 0.59070
C 1.73717 -5.28722 -1.65026
C 1.72461 -4.11996 -2.43080
C 0.94459 -3.03187 -2.02862
C 0.20066 -3.06436 -0.83395
S -1.01018 -1.79401 -0.40325
C 0.01481 -0.22783 0.07991
C 0.02345 0.68469 -1.15389
O 1.12469 1.03022 -1.58166
C -1.27505 1.27938 -1.61512
C -2.56935 1.05706 -1.13526
C -3.67870 1.54021 -1.86005
C -3.48398 2.47825 -2.86431
C -2.18092 2.99536 -3.08733
C -1.09732 2.47082 -2.37757
O -1.66791 -1.67060 -1.69386
O -1.74744 -2.26705 0.76233
C 0.20705 -4.24525 -0.09048
C 0.97872 -5.35553 -0.47442
H 2.37827 -6.11541 -1.93535
H 2.32191 -4.03033 -3.35049
H 0.88754 -2.15735 -2.68277
H 1.04539 -0.58799 0.32120
H -2.77305 0.50893 -0.23656
H -4.69173 1.23899 -1.59457
H -4.32978 2.95340 -3.34654
H -1.95700 3.80053 -3.77930
H -0.05511 2.84287 -2.49775
H -0.45126 -4.30865 0.78138
H 0.97690 -6.24834 0.17129
*
```



A molecular structure, C21H17BrMoN2O6 in a non-equilibrium geometry. Source: OMol25; level of theory: wB97M-V/def2-TZVPD.

Summary:
Kohn-Sham gap ... 5.1 eV
Energy ... -4011.8757 Eh
Max |F| ... 1.91 eV/A
Highest occupied orbital energy ... -20.4 eV

ORCA input file:
```
! RIJCOSX wB97M-V def2-TZVPD def2/J DEFGRID3
* xyz 4 1
Mo -1.18871 -0.72658 -0.88421
O 0.80453 3.51584 0.33914
C 0.13340 2.45584 0.15929
O -0.20706 1.92291 -2.28659
C -0.60777 1.88266 1.34185
C -0.15536 0.46239 1.77424
C -0.47363 0.23374 3.24322
C -2.02108 0.12477 3.24659
C -2.37320 0.26394 1.78004
O -1.18782 -0.40501 1.11532
C -2.17269 1.72473 1.28646
C -2.81803 1.97207 -0.04165
O -3.56797 2.62757 -0.58273
O -2.13635 0.73818 -0.97808
H -0.37229 2.57787 2.15299
H 0.82899 0.14877 1.44407
H -0.00987 -0.68685 3.59058
H -0.09281 1.04893 3.85746
H -2.35340 -0.84087 3.62122
H -2.51332 0.89385 3.84211
H -3.28422 -0.22631 1.44505
H -2.66007 2.42626 1.96905
Br 3.64835 5.22015 -1.14147
C 2.88141 3.55609 -0.97106
C 1.40355 3.49443 -1.07417
C 0.67263 2.11748 -1.24514
C 1.58768 0.94865 -1.00571
C 2.89805 1.13032 -0.71473
C 3.56005 2.41147 -0.73386
N 0.96361 -0.34392 -1.08945
C 1.65923 -1.39406 -1.37912
C 1.04414 -2.70733 -1.34580
C 1.77590 -3.84565 -1.59930
C 1.14554 -5.09652 -1.50100
C -0.18576 -5.13901 -1.14035
C -0.86922 -3.94635 -0.91515
N -0.29220 -2.73452 -1.01679
H 0.93299 4.32202 -1.60380
H -0.02938 2.49990 -3.04732
H 3.52712 0.28079 -0.47156
H 4.63385 2.42730 -0.59540
H 2.70753 -1.32223 -1.65688
H 2.82361 -3.77676 -1.86570
H 1.70224 -6.00506 -1.69965
H -0.71624 -6.07715 -1.03686
H -1.91389 -3.98550 -0.63943
O -4.06159 -2.33448 -1.01432
C -3.07049 -1.83482 -0.93146
*
```



A molecular structure, C21H17BrN5ORh in a non-equilibrium geometry. Source: OMol25; level of theory: wB97M-V/def2-TZVPD.

Summary:
Kohn-Sham gap (spin up / spin down) ... 5.1 / 5.1 eV
Energy ... -3843.9432 Eh
Max |F| ... 4.52 eV/A
Highest occupied orbital energy (spin up / spin down) ... -6.0 / -6.0 eV

ORCA input file:
```
! RIJCOSX wB97M-V def2-TZVPD def2/J DEFGRID3
* xyz 0 1
Rh -0.21952 0.37653 -0.02450
Br 7.13951 0.43937 -0.76479
C 5.27263 0.75687 -0.51528
C 4.78638 2.05978 -0.57103
C 3.44572 2.27972 -0.34487
C 2.54965 1.22863 -0.08080
O 1.30791 1.52020 0.12760
C 3.06680 -0.11867 -0.02663
C 2.27724 -1.24681 0.28056
N 0.96220 -1.24332 0.44115
C 0.24038 -2.38163 0.65977
C 0.76015 -3.66226 0.91445
C -0.08156 -4.73972 1.11347
C -1.45460 -4.59198 1.08873
C -2.02723 -3.33547 0.84007
C -3.41832 -3.10889 0.82723
C -3.88801 -1.83495 0.59287
C -2.99636 -0.80610 0.32896
N -1.66948 -0.98511 0.32208
C -1.17767 -2.22007 0.60459
C 4.44154 -0.30550 -0.25685
H 5.44276 2.88677 -0.78491
H 3.03549 3.27812 -0.37989
H 2.81190 -2.18725 0.36609
H 1.82658 -3.81346 0.97943
H 0.34916 -5.71092 1.30386
H -2.09501 -5.43822 1.27338
H -4.09870 -3.92524 1.01392
H -4.94558 -1.62574 0.60637
H -3.34602 0.19313 0.11412
H 4.84169 -1.30570 -0.22889
N 2.42883 0.34689 -4.99622
C 1.45780 -0.24162 -4.26192
C 1.07421 0.26424 -3.00470
N 0.08941 -0.28919 -2.31086
C -0.52626 -1.35128 -2.84088
C -0.14520 -1.83484 -4.07944
N 0.83229 -1.29452 -4.79321
H 3.02213 1.03324 -4.56725
H 2.78793 -0.16062 -5.78759
H 1.58182 1.12023 -2.58341
H -1.32731 -1.80276 -2.27633
H -0.63997 -2.68618 -4.52461
C -1.48884 1.79265 -0.56571
H -1.35301 2.78368 -0.13347
H -2.23262 1.75239 -1.35442
*
```



A single C21H17Cl2FN4O3 molecule. Source: OMol25; level of theory: wB97M-V/def2-TZVPD.

Summary:
Kohn-Sham gap ... 8.4 eV
Energy ... -2275.4360 Eh
Max |F| ... 0.81 eV/A
Highest occupied orbital energy ... -8.2 eV
SMILES ... Cn1cc(C(=O)c2ccc(Cl)cc2Cl)cc1C(=O)N/N=C(\N)COc1ccc(F)cc1

ORCA input file:
```
! RIJCOSX wB97M-V def2-TZVPD def2/J DEFGRID3
* xyz 0 1
C -1.47416 -1.07936 2.61672
N -1.68716 -0.66704 1.25490
C -2.83567 -0.14730 0.80186
C -2.68600 0.19494 -0.53562
C -1.35582 -0.12973 -0.87974
C -0.75622 -0.66447 0.24207
C 0.59711 -1.22161 0.37970
O 0.90939 -2.02021 1.26742
N 1.44705 -0.76790 -0.56712
N 2.77794 -0.99200 -0.80632
C 3.44018 -2.03176 -0.48100
N 3.00465 -3.17443 0.10613
H 2.14863 -3.08994 0.66013
H 3.69435 -3.82964 0.43584
C 4.90550 -2.02722 -0.88377
H 5.05994 -2.80111 -1.64329
O 5.34132 -0.84040 -1.48418
C 5.35142 0.30925 -0.75454
C 5.08564 0.39993 0.60794
C 5.15534 1.62424 1.25094
C 5.49448 2.75027 0.52884
C 5.76773 2.68543 -0.82634
C 5.69509 1.46352 -1.46116
H 5.90011 1.37487 -2.51556
H 6.02992 3.58161 -1.36565
F 5.55964 3.94529 1.16082
H 4.94690 1.70567 2.30612
H 4.81064 -0.46903 1.18323
H 5.52270 -2.27812 -0.00637
H 1.11824 -0.02308 -1.16713
H -0.94036 -0.01272 -1.86069
C -3.66702 0.79644 -1.42677
O -3.38593 1.27642 -2.50467
C -5.07464 0.83580 -0.90489
C -5.72753 2.06271 -0.84316
C -7.02192 2.16569 -0.37114
C -7.68735 1.01562 0.02672
C -7.07572 -0.22543 -0.05541
C -5.77239 -0.30631 -0.51938
Cl -5.04997 -1.86916 -0.66415
H -7.60614 -1.11908 0.23142
Cl -9.30231 1.11952 0.61936
H -7.51462 3.12315 -0.31866
H -5.19773 2.94366 -1.17205
H -3.68880 -0.03436 1.44270
H -2.37981 -1.54571 3.00223
H -0.65078 -1.78961 2.65271
H -1.22585 -0.21731 3.24094
*
```



A molecular structure, C21H17Cl36N3OS in a non-equilibrium geometry. Source: OMol25; level of theory: wB97M-V/def2-TZVPD.

Summary:
Kohn-Sham gap ... 6.3 eV
Energy ... -18014.3596 Eh
Max |F| ... 6.62 eV/A
Highest occupied orbital energy ... -8.4 eV

ORCA input file:
```
! RIJCOSX wB97M-V def2-TZVPD def2/J DEFGRID3
* xyz 0 1
C 6.60627 1.55204 -0.98629
C 5.07322 2.20721 -1.11262
C 5.18790 3.47263 -2.15044
C 3.78443 4.27461 -2.42622
N 2.94904 3.66876 -3.57370
C 2.33799 2.35171 -3.12694
C 1.14674 2.40969 -1.98218
C 0.39849 1.01334 -1.45066
C -0.81877 1.03908 -0.35217
C -0.40585 1.60164 1.13129
O -0.62668 3.07321 1.15653
C 0.89027 -0.44630 -2.09199
N 0.33266 -1.84778 -1.76550
S 1.28714 -2.93860 -2.79223
N 2.40146 -1.88443 -3.68889
C 2.10870 -0.44102 -3.23701
C 2.85621 0.91686 -3.81162
H 6.82257 1.25955 0.14007
H 6.60657 0.51938 -1.58424
H 7.42082 2.29332 -1.41129
H 4.40398 1.30987 -1.52238
H 4.63945 2.47053 -0.05508
H 5.70869 3.19313 -3.17861
H 5.92413 4.25809 -1.63620
H 4.07827 5.35663 -2.80511
H 3.15059 4.43394 -1.44811
H 2.13949 4.33266 -3.74649
H 0.79796 3.43641 -1.51621
H -1.67162 1.73913 -0.80396
H -1.24786 -0.04735 -0.26224
H -1.19458 1.13278 1.89504
H 0.66001 1.28272 1.49810
H 0.02137 3.53791 0.53286
H 3.70546 0.92104 -4.62251
C -1.87162 1.26304 -4.79696
Cl -0.75781 0.98731 -3.43390
Cl -3.29249 0.20150 -4.62696
Cl -2.39860 2.96502 -4.79844
Cl -1.03760 0.89823 -6.32856
C 1.90752 -0.15783 4.53603
Cl 0.50811 0.51157 5.41243
Cl 1.36134 -0.85805 2.99135
Cl 3.08463 1.14084 4.21616
Cl 2.67596 -1.42576 5.52411
C -2.29248 3.53763 5.58602
Cl -1.17868 3.26189 6.94908
Cl -3.71336 2.47609 5.75602
Cl -2.81947 5.23961 5.58454
Cl -1.45847 3.17282 4.05442
C -3.31334 4.65961 -8.40220
Cl -3.14895 5.83237 -7.07098
Cl -5.02736 4.21069 -8.58992
Cl -2.72201 5.39168 -9.91510
Cl -2.35512 3.20366 -8.03277
C -1.32736 -6.13220 -4.59398
Cl -2.56389 -6.47041 -3.35659
Cl -0.28587 -4.79564 -4.04305
Cl -0.33541 -7.58884 -4.85609
Cl -2.12426 -5.67382 -6.12018
C -5.82736 -0.91521 5.52976
Cl -4.17597 -0.76368 4.87823
Cl -6.20258 -2.63549 5.80269
Cl -5.94082 -0.03062 7.07219
Cl -6.99008 -0.23116 4.36589
C -5.39009 -6.42638 -0.15484
Cl -6.42219 -7.21000 1.06796
Cl -4.13877 -7.57239 -0.69843
Cl -6.38781 -5.93258 -1.54595
Cl -4.61152 -4.99060 0.55706
C -2.99006 -8.35681 3.62342
Cl -3.19724 -7.91743 1.90920
Cl -3.74744 -9.94090 3.92620
Cl -1.25263 -8.44601 4.00791
Cl -3.76301 -7.12297 4.65037
C 3.60994 0.23778 9.23018
Cl 3.40276 0.67717 7.51596
Cl 2.85256 -1.34630 9.53296
Cl 5.34737 0.14858 9.61466
Cl 2.83699 1.47163 10.25713
*
```



3 unconnected molecules or ions with the total composition C21H17F11O9 in a non-equilibrium geometry. Source: OMol25; level of theory: wB97M-V/def2-TZVPD.

Summary:
Kohn-Sham gap ... 7.8 eV
Energy ... -2585.6099 Eh
Max |F| ... 9.93 eV/A
Highest occupied orbital energy ... -9.6 eV
SMILES ... C#CCCCC1=C(CCC(F)(F)C(F)(F)C(F)(F)C(F)(F)F)C(=O)OC1=O.O=C1OC[C@@H](F)O1.O=C1OC[C@@H](F)O1

ORCA input file:
```
! RIJCOSX wB97M-V def2-TZVPD def2/J DEFGRID3
* xyz 0 1
C 6.08788 -0.49059 -0.32749
C 6.16284 0.55165 0.64471
C 5.77185 1.78831 1.70017
C 5.80220 3.26917 0.98812
C 4.33193 3.76790 0.40920
C 3.87388 2.66476 -0.72034
C 2.92405 1.49943 -0.50992
C 2.16555 1.20779 0.91913
C 0.79788 0.31659 0.81274
C -0.49089 1.07103 0.14253
F -1.24091 -0.00115 -0.61491
F -0.16043 2.10542 -0.87046
C -1.57043 1.69598 1.20432
F -2.84709 2.03739 0.47784
F -1.96152 0.57530 2.13978
C -1.00809 2.90296 2.15608
F 0.08798 2.45650 3.09572
F -2.15162 3.26565 3.07605
C -0.61796 4.29059 1.37277
F -0.74377 5.42468 2.36410
F 0.77929 4.35496 0.87264
F -1.49973 4.63526 0.23122
C 2.78907 0.67422 -1.92108
O 2.04434 -0.40475 -2.17804
O 3.71534 1.35472 -2.85499
C 4.32526 2.57122 -2.29434
O 5.08276 3.52290 -2.88237
H 5.85236 -1.46345 -0.97259
H 6.60346 1.78703 2.55414
H 4.75084 1.58475 2.26120
H 6.13642 4.04812 1.81897
H 6.58019 3.30373 0.10711
H 3.53436 3.96667 1.24222
H 4.52314 4.79680 -0.14769
H 2.93316 0.56090 1.56560
H 2.06108 2.22749 1.48327
H 0.51598 -0.02385 1.91729
H 1.02741 -0.67372 0.22257
C -2.47527 -3.07127 0.48330
C -2.92436 -4.43283 0.89096
O -1.71835 -5.14801 1.03574
C -0.79271 -4.21371 1.39203
O 0.29792 -4.47832 1.86992
O -1.23866 -2.94220 1.15566
F -3.64971 -5.01524 -0.09002
H -2.31221 -2.98449 -0.59618
H -3.17489 -2.29152 0.79618
H -3.48271 -4.45802 1.83284
C -5.72469 -4.34287 -2.82424
C -6.55755 -3.46461 -1.95435
O -7.41204 -2.81250 -2.86620
C -7.56233 -3.68796 -3.89948
O -8.43638 -3.60387 -4.74613
O -6.61809 -4.67733 -3.86727
F -5.79592 -2.53061 -1.34180
H -4.85616 -3.82352 -3.24292
H -5.37925 -5.23889 -2.30153
H -7.15467 -4.00459 -1.21179
*
```